# 1
Formula: C8H16N
Source: the Open Molecules 2025 dataset
Level of theory: ωB97M-V with the def2-TZVPD basis set

Energy above the lowest of the compared OMol25 structures with the same formula, charge and spin ... 3.491 eV
Lowest unoccupied orbital energy ... -3.25 eV
M ... 126.22 u
SMILES ... C=C(C)[NH2+]C/C(C)=C/C
HOMO level ... -13.098 eV

```
! RIJCOSX wB97M-V def2-TZVPD def2/J DEFGRID3
* xyz 1 1
N -1.032 -0.187 -1.299
C -2.989 0.526 0.176
C -1.627 -1.400 0.806
C 1.083 1.001 1.185
C 3.098 -0.941 -0.038
C -0.081 0.971 -1.016
C -1.952 -0.551 -0.177
C 1.079 0.445 -0.193
C 2.005 -0.318 -0.776
H 3.223 -0.487 0.983
H 1.141 2.177 1.208
H -3.956 0.025 0.136
H 0.228 0.570 1.818
H 0.406 1.495 -1.778
H -0.577 -1.102 -1.355
H -2.354 -1.495 1.696
H 2.133 -0.608 -1.767
H -0.863 -2.041 0.679
H -1.694 -0.132 -2.051
H -2.954 1.580 -0.314
H 3.163 -1.998 -0.118
H -0.573 1.683 -0.512
H -2.974 0.799 1.218
H 1.900 0.628 1.857
H 4.166 -0.641 -0.369
*
```

Mulliken population analysis, charges in e, atoms 1 to 6:
1. N 0.12
2. C -1.39
3. C -1.04
4. C -1.25
5. C -1.26
6. C -1.13



# 2
Formula: C8H16N2O3RuSe2
Source: the Open Molecules 2025 dataset
Level of theory: ωB97M-V with the def2-TZVPD basis set

Energy above the lowest of the compared OMol25 structures with the same formula, charge and spin ... 2.255 eV
Lowest unoccupied orbital energy (spin up / spin down) ... -4.35 / -5.07 eV
M ... 447.22 u
HOMO level (spin up / spin down) ... -11.710 / -11.827 eV
<S²> ... 0.756

```
! RIJCOSX wB97M-V def2-TZVPD def2/J DEFGRID3
* xyz 1 2
Ru 0.075 0.298 -0.472
Se 1.200 -0.024 1.548
Se 0.317 -2.064 -0.994
O 1.830 0.567 -1.103
O -0.093 2.233 0.283
O 3.149 2.092 -0.045
N 0.207 2.638 -1.992
N -2.033 0.699 -0.503
C -1.993 2.086 -1.086
C -0.536 2.445 -0.920
C 0.760 -2.729 0.768
C 1.829 -1.843 1.357
C -0.199 -0.309 2.842
C 1.558 2.944 -1.754
C 2.313 1.754 -0.818
C -1.458 -2.825 -1.063
H -2.102 -2.351 -0.326
H -2.658 0.123 -1.054
H -1.847 -2.673 -2.067
H 2.127 2.941 -2.679
H 0.261 -0.591 3.786
H -2.656 2.774 -0.566
H 2.704 -1.752 0.713
H -0.155 -2.711 1.356
H -0.903 -1.066 2.509
H -1.372 -3.891 -0.870
H 1.087 -3.765 0.683
H 2.164 -2.205 2.329
H -0.704 0.649 2.952
H -2.378 0.710 0.450
H -2.259 2.043 -2.137
H 1.766 3.805 -1.125
*
```

Mulliken population analysis, charges in e, atoms 1 to 6:
1. Ru 0.60
2. Se 0.41
3. Se 0.33
4. O -0.65
5. O -0.55
6. O -0.53



# 3
Formula: C8H16N2O3S
Source: the Open Molecules 2025 dataset
Level of theory: ωB97M-V with the def2-TZVPD basis set

Energy above the lowest of the compared OMol25 structures with the same formula, charge and spin ... 5.225 eV
Lowest unoccupied orbital energy ... -1.70 eV
M ... 220.29 u
HOMO level ... -7.237 eV

```
! RIJCOSX wB97M-V def2-TZVPD def2/J DEFGRID3
* xyz 0 1
S -3.566 -1.184 0.042
O -4.135 -2.095 -0.917
O -2.530 -0.294 -0.462
O 0.883 -2.334 -3.003
N -0.204 -1.612 0.470
N 1.047 0.208 -0.482
C 2.159 -1.615 0.651
C -0.760 -2.181 1.695
C -0.886 3.518 0.158
C 0.892 -0.722 0.570
C 1.062 -1.434 -2.314
C 0.868 1.667 -0.291
C -0.430 2.346 -0.748
C 1.255 -0.251 -1.793
H 1.789 2.174 -0.581
H -1.198 3.092 1.112
H -1.658 -2.770 1.375
H -0.133 4.223 0.433
H 0.838 1.750 0.819
H -0.505 2.591 -1.782
H 2.192 -2.390 -0.126
H 0.757 -0.053 1.512
H 2.055 -2.212 1.481
H -0.920 -1.011 -0.096
H 3.166 -1.164 0.736
H -0.983 -1.322 2.469
H -1.162 1.481 -0.739
H -1.877 3.911 -0.203
H 2.021 0.449 -2.258
H -0.037 -2.764 2.271
*
```

Mulliken population analysis, charges in e, atoms 1 to 6:
1. S 0.65
2. O -0.37
3. O -0.46
4. O -0.41
5. N -0.17
6. N 0.41



# 4
Formula: C8H16N2O5
Source: the Open Molecules 2025 dataset
Level of theory: ωB97M-V with the def2-TZVPD basis set

Energy above the lowest of the compared OMol25 structures with the same formula, charge and spin ... 2.848 eV
Lowest unoccupied orbital energy ... 0.15 eV
M ... 220.22 u
SMILES ... C[C@@H](O)[C@H](N)C(=O)N[C@H](C(=O)O)[C@@H](C)O
HOMO level ... -9.391 eV

```
! RIJCOSX wB97M-V def2-TZVPD def2/J DEFGRID3
* xyz 0 1
O -2.051 3.092 -1.589
O 1.013 1.026 -1.331
O -0.209 -2.205 0.735
O -1.584 1.197 -2.594
O 0.291 2.143 1.057
N -0.798 -0.009 -0.407
N 2.023 -1.565 -1.921
C 1.927 -1.414 1.072
C 1.074 -2.267 0.184
C -1.012 2.059 0.997
C -1.418 1.476 2.417
C -1.499 1.194 -0.221
C -1.719 1.942 -1.550
C 0.840 -1.446 -1.212
C 0.422 -0.007 -1.046
H -0.775 -0.795 0.236
H -2.442 1.081 2.532
H -0.795 0.576 2.495
H 0.084 -1.925 -1.797
H 1.356 -3.326 -0.080
H -2.541 0.821 -0.137
H 2.786 -0.961 -1.687
H -0.370 -3.024 1.147
H -1.001 2.072 3.252
H 1.293 -0.966 1.862
H 2.685 -2.056 1.637
H -0.980 0.387 -2.609
H 2.295 -0.590 0.475
H 1.905 -1.526 -2.960
H -1.592 3.056 0.782
H 0.790 1.960 0.264
*
```

Mulliken population analysis, charges in e, atoms 1 to 6:
1. O -0.59
2. O -0.68
3. O -0.59
4. O -0.52
5. O -0.58
6. N 0.02



# 5
Formula: C8H16N2S
Source: the Open Molecules 2025 dataset
Level of theory: ωB97M-V with the def2-TZVPD basis set

Energy above the lowest of the compared OMol25 structures with the same formula, charge and spin ... 0.498 eV
Lowest unoccupied orbital energy ... 0.74 eV
M ... 172.30 u
SMILES ... [H]/N=C(\CS)NC1CCCCC1
HOMO level ... -8.659 eV

```
! RIJCOSX wB97M-V def2-TZVPD def2/J DEFGRID3
* xyz 0 1
S -2.324 4.048 0.683
N -0.064 2.159 0.507
N -1.311 0.412 -0.691
C -2.169 2.771 -0.728
C -0.473 -0.777 -0.397
C 1.844 -1.575 -0.947
C 2.184 -1.689 0.571
C 0.788 -0.554 -1.112
C -1.146 1.727 -0.170
C -0.210 -1.075 1.107
C 0.827 -2.164 1.165
H 2.981 -2.488 0.731
H 2.699 -1.317 -1.527
H 2.543 -0.793 1.146
H 0.503 -0.517 -2.187
H 0.019 3.147 0.615
H -1.724 3.308 -1.544
H 1.624 -2.549 -1.367
H -3.147 2.328 -0.916
H -1.086 -1.390 1.642
H 0.095 -0.126 1.558
H -0.980 -1.690 -0.720
H 1.200 0.426 -0.833
H 0.521 -3.003 0.593
H -2.003 0.308 -1.421
H -2.182 3.474 1.965
H 0.990 -2.401 2.277
*
```

Mulliken population analysis, charges in e, atoms 1 to 6:
1. S -0.31
2. N -0.66
3. N -0.16
4. C -0.56
5. C -0.10
6. C -0.95



# 6
Formula: C8H16N2Si
Source: the Open Molecules 2025 dataset
Level of theory: ωB97M-V with the def2-TZVPD basis set

Energy above the lowest of the compared OMol25 structures with the same formula, charge and spin ... 2.536 eV
Lowest unoccupied orbital energy ... 0.91 eV
M ... 168.32 u
HOMO level ... -7.316 eV

```
! RIJCOSX wB97M-V def2-TZVPD def2/J DEFGRID3
* xyz 0 1
Si 1.623 -0.455 0.035
N -0.403 -2.639 -0.152
N -1.763 -0.603 0.371
C 1.803 0.494 1.682
C -2.989 1.312 -0.551
C -1.716 -2.845 -0.134
C -2.440 -1.687 0.159
C -2.311 0.678 0.667
C 0.153 -1.582 0.078
C 3.164 -1.553 -0.229
C 1.392 0.783 -1.399
H -2.120 -3.819 -0.328
H 4.023 -0.955 -0.517
H 0.376 1.169 -1.397
H 1.301 1.456 1.646
H -1.491 1.319 1.004
H -3.829 0.703 -0.881
H 3.002 -2.291 -1.007
H -2.285 1.385 -1.377
H -3.042 0.603 1.486
H 2.849 0.680 1.911
H 1.381 -0.065 2.513
H -3.523 -1.736 0.210
H 2.065 1.633 -1.317
H 1.565 0.317 -2.365
H 3.423 -2.087 0.681
H -3.350 2.306 -0.302
*
```

Mulliken population analysis, charges in e, atoms 1 to 6:
1. Si 0.14
2. N -0.37
3. N -0.29
4. C -1.09
5. C -1.02
6. C -0.94



# 7
Formula: C8H16N3
Source: the Open Molecules 2025 dataset
Level of theory: ωB97M-V with the def2-TZVPD basis set

Energy above the lowest of the compared OMol25 structures with the same formula, charge and spin ... 2.665 eV
Lowest unoccupied orbital energy ... -3.95 eV
M ... 154.24 u
HOMO level ... -12.506 eV

```
! RIJCOSX wB97M-V def2-TZVPD def2/J DEFGRID3
* xyz 1 1
N 1.190 -0.372 -1.190
N 2.773 0.775 0.013
N 1.155 -0.391 1.192
C -1.836 0.137 -1.220
C -0.634 1.798 0.267
C -1.315 0.438 0.168
C 0.378 -0.680 0.030
C 2.251 0.192 1.211
C 2.299 0.321 -1.149
C -2.103 0.050 1.456
C 0.087 -2.144 -0.026
H -2.965 -0.079 -1.133
H -0.222 1.818 1.299
H -1.469 0.899 -1.837
H -1.360 2.728 0.243
H 3.526 1.442 -0.125
H 0.667 -2.802 0.598
H 0.146 -2.478 -1.070
H 2.775 0.483 -2.149
H -1.510 -0.134 2.235
H -2.574 -0.935 1.229
H 0.074 2.030 -0.455
H -2.766 0.793 1.579
H -1.431 -0.768 -1.537
H -0.973 -2.423 0.299
H 0.951 -1.031 -1.918
H 2.885 0.333 1.993
*
```

Mulliken population analysis, charges in e, atoms 1 to 6:
1. N -0.05
2. N -0.07
3. N -0.47
4. C -1.45
5. C -1.61
6. C 1.50



# 8
Formula: C8H16N3O
Source: the Open Molecules 2025 dataset
Level of theory: ωB97M-V with the def2-TZVPD basis set

Energy above the lowest of the compared OMol25 structures with the same formula, charge and spin ... 5.364 eV
Lowest unoccupied orbital energy ... -4.07 eV
M ... 170.24 u
SMILES ... NCC[C@H]1CCC[C@@H](N=C=O)[NH2+]1
HOMO level ... -12.904 eV

```
! RIJCOSX wB97M-V def2-TZVPD def2/J DEFGRID3
* xyz 1 1
O -3.278 3.109 1.790
N -0.443 1.201 -0.137
N -0.566 2.775 1.728
N -1.518 -2.956 -0.522
C -0.981 -2.425 -1.836
C 1.272 1.003 1.891
C -0.235 1.339 1.353
C 0.030 -0.223 -0.499
C 2.340 0.513 0.753
C 1.684 -0.094 -0.618
C -1.946 2.877 1.845
C -0.686 -0.809 -1.856
H 2.196 -1.089 -1.007
H 1.886 0.709 -1.478
H -0.188 -0.898 0.460
H 3.151 1.339 0.491
H 0.233 1.870 -0.608
H -1.832 -2.612 -2.651
H 2.963 -0.379 1.245
H -1.714 -0.241 -1.969
H 1.168 0.131 2.699
H -1.417 1.399 -0.467
H -0.073 -3.092 -2.152
H -1.022 0.615 1.882
H -0.077 -0.585 -2.839
H -0.666 -3.244 0.040
H 1.716 1.954 2.461
H -1.997 -2.188 0.001
*
```

Mulliken population analysis, charges in e, atoms 1 to 6:
1. O -0.41
2. N -0.13
3. N -0.60
4. N -0.60
5. C -0.54
6. C -0.67



Q: Look up the energy above the lowest of the compared OMol25 structures with the same formula, charge and spin of the sixth one.
A: 2.536 eV